Computed, not measured: a cluster of 2 separate species, C11H19ClF9O3SSi in total, with ωB97M-V/def2-TZVPD.

Properties
**Frontier orbital gap**: 6.471 eV
**HOMO energy**: -0.17011 hartree
**F_max**: 0.0062 hartree/bohr
**Energy above the lowest of the compared OMol25 structures with the same formula, charge and spin**: 0.0 kJ/mol
**Net charge**: -1
**E_tot**: -2703.04719 a.u.

The geometry in XYZ format:
```
45
C11H19ClF9O3SSi (ωB97M-V/def2-TZVPD)
C 1.890 0.276 0.894
H 3.763 -0.370 -1.169
H 3.045 -2.449 -0.192
F -5.162 -2.820 -1.131
F -5.855 -1.232 0.169
F -4.669 -0.683 -2.310
C -0.804 1.115 -0.336
F -3.033 -3.555 0.078
O 7.033 3.713 1.396
O 4.860 3.247 1.721
F -5.011 -3.830 1.153
H 3.720 1.432 0.607
H -4.870 0.924 -0.354
H 4.804 -2.604 -0.190
H -0.790 1.953 0.376
O 6.029 2.161 0.115
C 3.968 -2.022 0.210
H -1.249 2.439 -1.959
H 6.685 4.259 2.112
C -3.842 0.589 -0.518
H 5.178 -0.253 -0.152
C 5.875 2.967 1.037
H 1.643 1.743 -1.466
C -3.129 1.608 -1.415
Si 0.992 0.683 -0.674
H -1.393 0.751 -2.386
F -2.752 -1.328 -1.479
F -2.724 -1.614 1.173
H -3.343 2.595 -0.989
F -3.140 -3.487 2.299
F -4.674 -1.875 2.220
H -3.364 0.540 0.458
H 3.823 0.206 1.835
H -3.613 1.598 -2.398
S -3.873 -2.718 1.129
Cl 0.887 -1.022 -1.902
C 4.121 -0.536 -0.144
C -4.764 -1.843 -0.316
C -1.604 1.471 -1.588
C -3.949 -0.787 -1.144
H 1.583 -0.722 1.238
H 1.534 0.979 1.661
H 3.968 -2.163 1.297
H -1.216 0.257 0.201
C 3.425 0.406 0.832
```

***

Computed, not measured: a cluster of 2 separate species, C5H12INOP in total, with ωB97M-V/def2-TZVPD.

Properties
**Frontier orbital gap**: 9.138 eV
**HOMO energy**: -0.47181 hartree
**F_max**: 0.0807 hartree/bohr
**Net charge**: +1
**E_tot**: -966.40141 a.u.

The geometry in XYZ format:
```
21
C5H12INOP (ωB97M-V/def2-TZVPD)
C 0.793 0.943 -0.878
H -0.043 -3.062 0.384
H -0.559 -0.367 -2.103
C 0.610 -0.327 2.239
P 0.141 0.975 1.082
I -4.432 0.865 -0.824
C 0.364 -1.995 0.433
C 0.564 -1.654 1.839
H -2.945 0.270 -1.496
H 1.243 -1.019 -1.735
N 0.270 1.996 -1.623
C 0.363 -0.371 -1.441
H 0.655 -0.064 3.258
O -0.300 -0.943 -0.237
H 0.621 -2.379 2.651
H 0.731 2.847 -1.585
H 1.404 -2.245 0.083
H -1.250 1.273 0.989
H 0.621 2.206 1.637
H 1.828 1.069 -0.713
H -0.679 1.981 -1.958
```

***

Computed, not measured: a structure of composition C36H38Cl5FeN6O4Si, with ωB97M-V/def2-TZVPD.

Properties
**Frontier orbital gap (alpha / beta)**: 7.649 / 7.938 eV
**HOMO energy (alpha / beta)**: -0.29050 / -0.29087 hartree
**F_max**: 0.0293 hartree/bohr
**⟨S²⟩**: 0.780
**Energy above the lowest of the compared OMol25 structures with the same formula, charge and spin**: 104.8 kJ/mol
**Multiplicity**: 2
**E_tot**: -5878.31406 a.u.

The geometry in XYZ format:
```
91
C36H38Cl5FeN6O4Si (ωB97M-V/def2-TZVPD)
H -2.009 -4.177 -0.185
H 0.089 -0.742 -3.807
C 3.941 2.919 0.644
H -0.386 1.658 5.309
N -0.167 1.709 4.328
H 4.604 -0.330 0.909
O 0.003 2.975 2.475
H -2.774 -0.039 -0.394
C -2.848 3.137 1.052
H 2.402 2.295 3.465
C 1.938 -3.356 -0.232
H -2.614 -6.036 1.307
N -0.803 0.810 3.463
H -0.555 -3.036 -2.483
C 0.144 2.551 -3.820
H -2.077 0.113 -3.026
C -1.559 -1.565 -1.276
H -0.357 -0.104 3.442
C 2.406 2.826 0.878
H -4.128 -1.432 -4.201
C -1.661 -4.170 0.842
C 0.090 2.965 3.769
C -4.856 1.430 1.902
C 2.773 1.490 2.834
H 1.514 -3.998 0.532
H -0.468 -4.177 4.508
H 0.683 3.260 -3.194
H 2.526 0.535 3.302
H -4.423 0.026 -2.219
Fe -0.523 1.446 1.488
C -1.583 -5.224 3.003
H 4.357 0.614 -0.559
C -2.652 -0.694 -1.243
C -4.176 3.569 1.056
H -1.854 -6.041 3.659
Cl -6.822 3.228 1.477
Cl -1.676 4.279 0.483
H 3.645 -4.627 -0.526
C -1.401 -2.360 -2.415
H -2.170 -2.938 -4.335
H 4.642 -3.186 -2.269
C -5.183 2.710 1.481
H -2.179 1.213 -4.420
C 1.853 -1.397 -1.591
C -3.573 -0.644 -2.281
Cl -6.103 0.355 2.402
H -0.449 3.099 -4.555
H 1.727 2.134 -5.227
O 0.345 0.662 -5.305
Si -0.371 -1.684 0.188
C 2.562 0.447 0.696
O -0.332 -0.342 1.073
C -2.009 -5.219 1.683
H 4.177 2.987 -0.420
H 0.142 -2.315 3.015
C -0.592 1.709 -1.695
C -0.808 -4.175 3.480
C -3.518 1.027 1.909
H 4.846 0.768 3.009
C 4.309 1.629 2.609
C 1.268 -2.189 -0.599
H 2.043 3.629 1.516
C -1.499 0.716 -3.725
C -0.882 -3.106 1.300
C -0.508 -0.138 -4.497
C 3.144 -3.716 -0.827
H 2.032 0.507 -0.251
H 3.494 -1.106 -2.948
N -0.410 1.744 -0.558
Cl -3.213 -0.616 2.427
N 2.090 1.549 1.536
H 1.855 2.864 -0.064
C 1.082 1.594 -4.535
H 1.355 -0.479 -1.885
N -0.785 1.774 -2.991
H -1.040 -0.807 -5.173
N 4.605 1.734 1.182
O 0.442 3.885 4.477
Cl -4.585 5.156 0.538
C -3.408 -1.459 -3.393
H 2.279 -0.494 1.168
C 3.054 -1.741 -2.188
C 4.097 0.546 0.499
H 4.357 3.797 1.139
H 4.691 2.525 3.101
H 1.708 1.068 -3.799
C 3.705 -2.909 -1.804
C -2.475 1.853 1.487
C -2.312 -2.309 -3.464
H -1.776 0.688 3.708
C -0.466 -3.130 2.634
```

***

Computed, not measured: a structure of composition C47H43F3MnNO3P3S2, with ωB97M-V/def2-TZVPD.

Properties
**Frontier orbital gap (alpha / beta)**: 6.034 / 7.590 eV
**HOMO energy (alpha / beta)**: -0.39391 / -0.39400 hartree
**F_max**: 0.0076 hartree/bohr
**⟨S²⟩**: 6.331
**Energy above the lowest of the compared OMol25 structures with the same formula, charge and spin**: 0.0 kJ/mol
**Multiplicity**: 5
**Net charge**: +1
**E_tot**: -5368.17320 a.u.

The geometry in XYZ format:
```
103
C47H43F3MnNO3P3S2 (ωB97M-V/def2-TZVPD)
C -0.478 0.096 6.277
C 1.169 4.724 0.643
H 1.913 2.195 -2.187
H 0.591 3.026 1.815
H 3.662 1.320 -0.284
H 2.891 -3.285 -1.915
H -2.259 -2.157 3.773
H 5.539 -0.007 -1.143
C -1.483 -2.790 -2.781
C 0.355 -2.772 1.706
H 5.473 -1.343 1.429
C -3.786 3.076 -2.856
H -0.597 -1.959 -8.510
C 0.980 3.368 0.865
C -4.126 1.764 -2.568
C -1.514 2.409 -3.259
C 3.058 -2.277 -1.559
C 0.586 -1.614 -6.757
H -3.082 -4.269 -0.176
C 2.772 -0.646 2.847
H -3.211 2.047 5.834
S -2.717 3.286 0.800
O -2.087 2.561 -0.351
H 5.166 -2.309 -1.964
C -1.838 1.077 -2.975
C 0.593 -1.142 -5.451
C 3.482 0.316 -0.647
H 1.515 -1.135 -4.880
H -3.450 -0.264 -2.447
O -3.113 4.613 0.483
H 1.587 1.030 3.498
C 1.708 2.906 -1.393
C -1.525 -2.714 3.202
S 5.258 0.653 2.789
C 2.198 -0.224 -0.634
C 4.545 -0.435 -1.129
C -1.522 -4.099 3.258
F -4.795 2.385 2.163
H 1.000 -1.957 -1.078
H -1.738 1.191 7.625
C 1.623 5.169 -0.590
H -2.679 -1.101 -7.493
H 0.564 -0.938 4.729
C 4.335 -1.727 -1.587
H -5.143 1.511 -2.300
H 3.097 -1.110 1.912
P -0.780 -0.240 2.213
P 0.817 0.723 0.055
H 1.501 -1.980 -7.205
H -0.491 2.666 -3.508
N 0.740 0.376 1.703
H -2.252 -4.614 3.869
C 1.261 2.456 -0.149
C -2.352 -2.252 -0.186
C 6.132 -0.745 2.057
C -1.545 0.930 6.593
H 2.555 1.339 2.074
C -1.682 -1.294 -0.926
H 3.676 0.379 4.524
C -4.283 2.306 0.946
C -0.581 -0.670 -4.867
C 1.892 4.261 -1.608
H -0.575 -5.905 2.588
P -0.472 -0.139 -3.129
C -1.042 0.265 3.935
F -5.190 2.669 0.058
C -2.120 1.082 4.265
H -4.536 3.854 -2.798
H 2.182 -1.394 3.381
H 1.108 -4.717 1.217
C -1.263 -1.531 -2.235
H -2.213 4.423 -3.422
C -1.763 -1.119 -6.918
H 2.246 4.612 -2.568
H 6.575 -1.366 2.834
C -2.120 -3.776 -2.032
H 1.095 -2.263 1.104
H -2.762 1.470 3.490
C -2.370 1.412 5.590
C 1.994 -1.528 -1.088
Mn -1.627 0.626 -0.270
C -3.161 0.764 -2.629
C 3.983 -0.262 3.694
H 4.451 -1.144 4.131
O -2.015 3.013 2.023
H 0.950 5.432 1.431
H 6.929 -0.339 1.437
C 0.364 -4.158 1.771
C 1.929 0.588 2.560
C -0.583 -2.039 2.424
F -3.993 0.978 0.712
C -1.760 -0.658 -5.611
H -2.677 -0.281 -5.173
H 0.154 -0.299 7.061
C -0.591 -1.601 -7.489
H -1.176 -2.996 -3.800
C -0.578 -4.824 2.541
C -2.480 3.396 -3.209
C -2.570 -3.507 -0.750
H -2.699 -2.054 0.820
H -2.281 -4.755 -2.465
H 1.765 6.228 -0.762
C -0.238 -0.248 4.959
```

***

Computed, not measured: a cluster of 2 separate species, C3H9O2 in total, with ωB97M-V/def2-TZVPD.

Properties
**Frontier orbital gap**: 5.402 eV
**HOMO energy**: -0.07448 hartree
**F_max**: 0.0267 hartree/bohr
**Energy above the lowest of the compared OMol25 structures with the same formula, charge and spin**: 101.9 kJ/mol
**Net charge**: -1
**E_tot**: -270.14693 a.u.

The geometry in XYZ format:
```
14
C3H9O2 (ωB97M-V/def2-TZVPD)
O -3.638 -0.354 -0.167
H -0.491 -0.835 0.330
H 1.879 -1.236 0.172
O 3.085 0.146 -0.742
H -0.406 -0.166 -1.304
H 2.596 -0.030 1.278
H 1.168 1.543 -0.520
H -1.196 0.765 -0.058
C -0.357 0.075 -0.238
C 0.905 0.770 0.209
C 2.191 -0.158 0.221
H 0.771 1.159 1.223
H -3.686 -1.213 0.282
H -2.821 -0.468 -0.685
```